Computed, not measured: a single C12H14N2O4 molecule at a distorted geometry, with wB97M-V/def2-TZVPD.

SMILES string: Cc1ccc([C@H](O)c2cc(=O)n(C)c(=O)n2C)o1
Kohn-Sham gap in eV: 9.30
ΔE to the lowest compared entry with this formula, charge and spin in kcal/mol: 48.5
HOMO level in eV: -8.8

Last column: Löwdin charge in e.
Element x y z (Å)
O: 2.503 0.268 1.890  0.070
O: -1.292 1.295 -1.272  0.114
O: -0.868 -1.901 3.826  0.049
O: -2.631 -1.209 -0.632  0.013
N: 0.997 -1.043 2.914  0.028
N: 0.916 -0.751 0.477  -0.011
C: -0.956 2.103 -2.344  -0.303
C: -0.627 1.338 -3.390  -0.049
C: -1.061 0.035 -1.760  -0.296
C: 1.610 -0.903 4.230  0.013
C: -1.225 -1.175 -0.903  -0.207
C: -1.057 -1.495 1.595  0.070
C: 1.800 -0.683 -0.628  -0.013
C: 1.587 -0.550 1.714  -0.350
C: -0.684 3.574 -2.258  -0.023
C: -0.442 -1.071 0.434  -0.090
C: -0.771 0.000 -3.044  -0.035
C: -0.316 -1.470 2.823  -0.447
H: 0.067 3.745 -1.474  0.081
H: -0.862 -2.013 -1.495  0.161
H: -0.682 -0.986 -3.482  0.135
H: -0.206 1.623 -4.387  0.139
H: 2.597 -1.410 -0.548  0.108
H: -2.991 -0.379 -0.406  0.082
H: 1.260 -0.949 -1.534  0.089
H: -1.480 4.149 -1.695  0.092
H: -2.113 -1.812 1.669  0.138
H: 0.971 -1.052 5.002  0.050
H: 1.946 0.077 4.306  0.072
H: -0.543 4.027 -3.285  0.108
H: 2.412 -1.683 4.322  0.126
H: 2.141 0.301 -0.666  0.084

***

Computed, not measured: a 2-piece molecular cluster, C6H13O2 overall at a distorted geometry, with wB97M-V/def2-TZVPD.

Charge: -1
Kohn-Sham gap in eV: 6.48
ΔE to the lowest compared entry with this formula, charge and spin in kcal/mol: 123.5
HOMO level in eV: -2.7

Last column: Löwdin charge in e.
Element x y z (Å)
O: -1.234 -0.785 -1.960  -0.329
O: 0.371 -2.881 -1.096  -0.136
C: 2.000 0.734 1.808  0.058
C: 0.694 0.781 1.507  -0.408
C: -0.020 0.720 -0.832  -0.168
C: -1.345 0.490 -1.713  -0.497
C: -0.337 -0.002 2.237  -0.053
C: 0.104 1.587 0.415  -0.224
H: 0.226 -2.223 -1.793  -0.005
H: -0.685 -0.718 1.508  0.086
H: 0.501 2.556 0.201  0.094
H: -0.513 -2.535 -0.911  -0.005
H: -1.380 0.935 -2.648  0.049
H: 0.135 -0.285 3.260  0.107
H: 0.325 -0.054 -0.243  0.041
H: -1.033 0.836 2.520  0.090
H: 0.712 0.967 -1.643  0.115
H: -0.950 1.761 0.713  0.095
H: 2.289 0.065 2.481  -0.002
H: -2.140 0.941 -1.074  0.073
H: 2.850 1.216 1.553  0.019

***

Computed, not measured: C3H8N2O as an isolated structure, with wB97M-V/def2-TZVPD.

Kohn-Sham gap in eV: 10.41
ΔE to the lowest compared entry with this formula, charge and spin in kcal/mol: 51.5
HOMO level in eV: -9.5

Last column: Löwdin charge in e.
Element x y z (Å)
O: 1.091 -0.875 -1.603  0.058
N: -0.090 0.126 0.254  -0.243
N: 2.014 -0.153 0.473  0.095
C: 1.142 -0.409 -0.487  -0.628
C: -0.671 1.273 -0.442  -0.050
C: -1.057 -0.937 0.521  -0.050
H: -0.566 -1.733 1.089  0.099
H: 0.091 2.050 -0.549  0.099
H: -1.434 -1.347 -0.422  0.098
H: 2.989 -0.387 0.326  0.079
H: -1.016 0.970 -1.437  0.098
H: -1.889 -0.536 1.105  0.089
H: 0.907 0.292 1.038  0.166
H: -1.511 1.666 0.135  0.089

***

Computed, not measured: C7H12CuFN2O4P3 as an isolated structure at a distorted geometry, with wB97M-V/def2-TZVPD.

Charge: +1
Kohn-Sham gap in eV: 5.87
HOMO level in eV: -12.2

Last column: Löwdin charge in e.
Element x y z (Å)
Cu: 1.210 0.022 4.638  0.782
P: -1.410 0.947 -0.668  0.818
P: -1.432 2.970 -1.480  0.502
P: -1.264 -2.063 0.431  0.757
F: 1.975 -1.342 3.766  -0.160
O: -3.142 3.440 -1.579  -0.239
O: -2.116 -1.390 1.580  -0.510
O: -0.872 3.040 -2.957  -0.388
O: -0.664 4.167 -0.466  -0.233
N: 2.143 -3.201 -1.366  0.154
N: -0.192 -1.227 -3.683  0.144
C: 1.320 -2.371 -0.763  -0.146
C: 1.298 -0.833 1.396  -0.137
C: 0.863 -1.587 2.784  -0.103
C: 0.419 -1.237 0.075  -0.482
C: 0.046 -0.735 -2.489  -0.183
C: 1.550 0.977 -1.132  -0.085
C: 0.224 0.021 -1.008  -0.627
H: 1.352 1.931 -0.483  0.080
H: -0.120 -1.079 3.232  0.128
H: 0.757 -2.748 2.680  0.164
H: -2.422 0.196 -1.415  -0.011
H: 2.418 -1.179 1.168  0.153
H: 1.376 0.340 1.589  0.139
H: -2.058 -1.912 -0.796  0.036
H: 1.653 1.332 -2.250  0.124
H: -3.713 2.743 -1.111  0.076
H: -0.613 3.873 0.495  0.079
H: 2.544 0.423 -0.785  0.115
H: -1.131 -3.517 0.598  0.053

***

Computed, not measured: a 5-piece molecular cluster, C10H30O5 overall at a distorted geometry, with wB97M-V/def2-TZVPD.

SMILES string: CCO.CCO.CCO.CCO.CCO
Kohn-Sham gap in eV: 10.24
ΔE to the lowest compared entry with this formula, charge and spin in kcal/mol: 16.0
HOMO level in eV: -9.7

Last column: Löwdin charge in e.
Element x y z (Å)
O: -5.029 -3.830 0.031  -0.073
O: 3.631 -2.252 2.837  -0.087
O: 0.622 0.686 -0.007  -0.106
O: 1.346 3.647 -0.445  -0.091
O: -1.586 1.244 -1.747  -0.097
C: 3.128 3.210 -1.964  -0.081
C: 3.168 -1.230 1.940  -0.314
C: -4.103 -3.279 0.955  -0.330
C: -3.200 0.993 -3.498  -0.087
C: 4.310 -0.420 1.359  -0.085
C: -3.171 -4.326 1.510  -0.100
C: 2.765 3.745 -0.611  -0.312
C: -1.962 0.414 -2.833  -0.338
C: -0.107 0.957 1.195  -0.322
C: -0.890 -0.268 1.563  -0.079
H: -1.339 -0.105 2.545  0.082
H: -4.726 -3.647 -0.860  0.079
H: 3.023 4.804 -0.489  0.112
H: -4.657 -2.790 1.762  0.110
H: 2.647 -1.773 1.147  0.111
H: 4.953 -0.993 0.693  0.074
H: 2.481 3.645 -2.728  0.082
H: -0.289 -1.176 1.650  0.072
H: -1.621 -0.494 0.786  0.067
H: -2.135 -0.623 -2.514  0.103
H: -0.738 1.851 1.130  0.115
H: -3.517 -2.481 0.484  0.100
H: 3.976 0.505 0.886  0.056
H: -1.103 0.370 -3.517  0.109
H: 4.948 -0.085 2.186  0.075
H: -2.677 -4.838 0.672  0.074
H: -4.003 1.040 -2.769  0.073
H: -2.368 -3.970 2.157  0.068
H: 0.965 4.270 0.173  0.089
H: -0.779 0.927 -1.311  0.039
H: -2.936 1.969 -3.904  0.073
H: -3.639 -5.171 2.021  0.073
H: 1.074 1.502 -0.268  0.055
H: 0.627 1.281 1.947  0.106
H: 3.455 -1.973 3.737  0.073
H: -3.443 0.359 -4.351  0.071
H: 2.480 -0.576 2.484  0.103
H: 2.994 2.130 -2.022  0.075
H: 3.280 3.257 0.224  0.104
H: 4.144 3.495 -2.237  0.079

***

Computed, not measured: a 2-piece molecular cluster, C2H7NS2 overall at a distorted geometry, with wB97M-V/def2-TZVPD.

SMILES string: C=NC.SS
Kohn-Sham gap in eV: 8.60
ΔE to the lowest compared entry with this formula, charge and spin in kcal/mol: 52.0
HOMO level in eV: -8.3

Last column: Löwdin charge in e.
Element x y z (Å)
S: 2.127 -0.788 1.917  0.202
S: 0.912 -2.552 2.191  0.205
N: -0.336 0.320 -0.392  -0.123
C: -1.482 -0.139 -0.653  -0.072
C: 0.291 1.278 -1.273  -0.149
H: -0.163 -1.818 2.535  -0.218
H: -0.405 2.038 -1.653  0.074
H: 0.821 0.684 -2.034  0.089
H: 0.966 -0.092 1.719  -0.229
H: -2.267 0.541 -1.007  0.070
H: -1.615 -1.241 -0.575  0.081
H: 1.148 1.768 -0.775  0.069

***

Computed, not measured: C22H48AgN5OPS as an isolated structure, with wB97M-V/def2-TZVPD.

Charge: -1
Kohn-Sham gap in eV: 5.66
ΔE to the lowest compared entry with this formula, charge and spin in kcal/mol: 39.4
HOMO level in eV: -2.9

Last column: Löwdin charge in e.
Element x y z (Å)
Ag: -1.256 1.888 -0.856  0.648
S: -0.089 4.187 -1.669  0.518
P: -0.183 -1.457 -0.508  0.750
O: 0.576 2.498 1.541  0.005
N: -2.779 4.197 -2.298  -0.015
N: 1.729 2.117 3.467  -0.096
N: 2.744 1.815 1.360  -0.092
N: -1.511 2.768 -3.454  -0.035
N: -0.137 0.043 -0.750  -0.349
C: 3.901 1.029 3.338  -0.162
C: -0.524 -2.312 -3.160  -0.117
C: 2.966 1.878 4.172  -0.188
C: -0.738 -3.374 1.699  -0.094
C: -3.680 3.383 -3.114  -0.190
C: -2.538 -1.545 -2.005  -0.118
C: -1.258 -2.375 -1.814  -0.598
C: 0.616 2.594 4.254  -0.054
C: 2.309 -1.545 -1.767  -0.117
C: 1.581 -2.222 -0.593  -0.590
C: 2.347 -1.785 0.664  -0.114
C: -1.647 -3.836 -1.551  -0.097
C: -2.734 2.930 -4.222  -0.177
C: -1.522 3.600 -2.350  -1.015
C: 2.681 1.981 -0.085  -0.062
C: 1.728 -3.742 -0.730  -0.096
C: 4.044 1.655 1.966  -0.184
C: -0.922 -1.936 1.197  -0.594
C: 1.626 2.181 2.083  -0.482
C: -3.208 2.205 0.087  -0.268
C: -2.427 -1.638 1.169  -0.106
C: -0.338 -0.958 2.225  -0.110
H: -2.204 -4.220 -2.415  0.078
H: -0.176 -1.297 -3.364  0.077
H: 2.230 -0.715 0.841  0.059
H: -3.048 2.000 -4.694  0.109
H: -0.247 2.700 3.605  0.085
H: 3.413 -2.002 0.515  0.077
H: -1.223 -2.609 -3.952  0.073
H: -0.375 0.059 1.835  0.057
H: 2.031 -2.321 1.558  0.056
H: 1.351 -4.112 -1.683  0.055
H: 0.834 3.567 4.714  0.085
H: 2.054 -1.983 -2.730  0.052
H: -1.284 -3.491 2.644  0.078
H: -0.784 -4.487 -1.407  0.057
H: -3.273 1.515 0.935  -0.081
H: 2.794 -4.002 -0.686  0.078
H: -4.089 2.033 -0.541  -0.082
H: 3.485 0.024 3.227  0.114
H: 1.228 -4.291 0.069  0.057
H: 0.303 -3.620 1.903  0.055
H: -2.296 -3.942 -0.682  0.053
H: 2.052 -0.483 -1.794  0.051
H: -2.992 -2.372 0.596  0.053
H: -2.806 -1.670 2.197  0.079
H: 0.325 -2.993 -3.209  0.051
H: 0.693 -1.189 2.493  0.050
H: -3.267 3.221 0.503  -0.070
H: -0.619 2.701 -3.910  0.108
H: 0.385 1.881 5.052  0.083
H: 4.581 2.615 2.040  0.123
H: -3.081 4.356 -1.346  0.093
H: 3.456 1.352 -0.531  0.079
H: -4.524 3.966 -3.480  0.109
H: 2.728 1.373 5.113  0.116
H: -2.628 3.712 -4.985  0.110
H: 4.638 1.010 1.314  0.114
H: 3.458 2.826 4.440  0.121
H: 1.713 1.642 -0.445  0.025
H: 3.392 -1.660 -1.632  0.074
H: -2.303 -0.478 -2.010  0.040
H: -0.937 -1.017 3.144  0.079
H: 2.849 3.020 -0.385  0.082
H: -1.133 -4.119 1.005  0.054
H: -2.997 -1.818 -2.964  0.073
H: -3.278 -1.724 -1.229  0.053
H: 4.873 0.947 3.827  0.110
H: -2.624 -0.641 0.764  0.057
H: -4.034 2.512 -2.557  0.087

***

Computed, not measured: a single C18H15BrN5O6PS molecule at a distorted geometry, with wB97M-V/def2-TZVPD.

SMILES string: O=c1c2nc(Br)n([C@@H]3O[C@@H]4CO[P@](=O)(S)O[C@H]4[C@H]3O)c2[nH]c2nc(-c3ccccc3)cn12
Kohn-Sham gap in eV: 7.83
ΔE to the lowest compared entry with this formula, charge and spin in kcal/mol: 18.8
HOMO level in eV: -8.0

Last column: Löwdin charge in e.
Element x y z (Å)
Br: 0.092 -5.758 2.505  0.750
S: -3.302 -0.379 -4.825  0.598
P: -1.724 -1.720 -4.394  0.375
O: 0.916 -3.155 -1.245  -0.005
O: 0.359 -0.409 4.794  0.069
O: -2.046 -2.792 -3.173  -0.211
O: -1.386 -2.618 -5.591  -0.339
O: -2.315 -4.499 -1.024  -0.001
O: -0.411 -0.712 -3.954  -0.230
N: 0.274 -3.153 1.076  0.049
N: 0.664 -3.065 3.252  0.112
N: 0.028 1.729 0.796  0.194
N: 0.472 0.650 2.730  0.081
N: 0.152 -0.593 0.711  0.190
C: 0.574 -1.383 -3.157  -0.163
C: -0.013 -3.695 -0.329  -0.171
C: 0.554 -1.789 2.837  -0.145
C: 1.633 6.064 2.544  -0.105
C: -1.506 -3.387 -0.711  -0.206
C: 0.393 2.602 1.837  -0.220
C: 1.267 4.753 2.732  -0.036
C: 0.452 1.943 3.020  -0.011
C: 0.333 -1.817 1.445  -0.105
C: 1.525 6.698 1.306  -0.069
C: 0.496 -0.507 3.543  -0.265
C: 0.375 -3.864 2.246  -0.709
C: 0.779 3.989 1.666  -0.181
C: -1.264 -2.485 -1.980  -0.202
C: 1.035 5.845 0.245  -0.086
C: 0.571 4.541 0.406  -0.039
C: 0.176 0.568 1.401  -0.342
C: 0.221 -2.721 -2.429  -0.206
H: 1.001 6.372 -0.726  0.098
H: 1.594 -1.477 -3.609  0.144
H: -2.674 -4.350 -1.942  0.119
H: 0.816 -0.594 -2.334  0.144
H: -3.414 -0.920 -6.010  -0.179
H: -1.475 -1.413 -1.762  0.158
H: 1.460 4.347 3.686  0.093
H: 1.951 6.670 3.371  0.097
H: 1.855 7.740 1.027  0.115
H: 0.040 4.018 -0.427  0.124
H: 0.347 -0.562 -0.291  0.128
H: 0.204 -4.790 -0.289  0.154
H: 0.307 -3.516 -3.069  0.136
H: 0.625 2.496 3.911  0.125
H: -2.013 -2.902 0.179  0.176